92
Properties=species:S:1:pos:R:3:forces:R:3 method="wB97M-V/def2-TZVPD" largest_force_ev_per_a=4.29 homo_ev="-5.8 / -6.2" orbital_gap_ev="5.065 / 5.439" multiplicity=8 s_squared=15.760 lumo_ha="-0.028 / -0.028"
Eu -0.827 0.118 -0.641 1.05 -0.96 0.44
C -0.985 -2.833 2.742 1.82 0.33 1.12
C -1.120 -3.101 1.260 0.04 -0.34 -0.43
C -2.495 -2.805 0.710 -0.57 -0.28 -0.41
N -2.637 -1.508 0.073 -1.90 -0.02 -0.82
C -3.876 -1.259 -0.422 1.09 -0.41 2.34
C -4.907 -2.231 -0.549 1.05 -0.77 -0.20
C -6.258 -2.095 -0.756 0.85 -1.12 0.29
C -7.060 -1.047 -0.411 -1.27 1.34 -0.42
C -6.685 0.273 -0.354 3.00 0.43 1.05
C -5.362 0.804 -0.566 -1.01 0.08 -0.61
C -4.119 0.150 -0.791 -0.37 0.12 -0.88
N -3.020 0.691 -1.251 -0.18 1.27 -2.19
C -2.996 1.921 -2.103 -1.14 -0.89 0.56
C -2.977 3.158 -1.217 1.09 1.19 -0.20
C -1.503 3.542 -0.909 1.57 -0.49 -0.84
N -0.738 2.509 -0.038 -2.94 3.11 -0.34
C -0.582 2.913 1.201 2.11 -1.01 -1.50
C -0.681 4.237 1.751 -1.05 0.57 0.49
C 0.253 4.938 2.477 0.48 -2.18 -0.59
C 1.459 4.459 3.021 -1.23 -0.43 -0.38
C 1.732 3.160 3.347 0.38 -1.26 -1.09
C 1.096 1.972 2.911 -1.84 2.27 -0.11
C -0.013 1.815 1.991 2.60 -1.52 3.07
N -0.405 0.549 1.805 -2.05 -0.29 -0.23
C -0.857 -0.242 3.003 0.98 1.48 0.79
C -0.140 -1.607 3.205 -0.02 0.22 -1.36
H -1.920 -2.763 3.267 -0.72 -0.21 0.05
H -0.423 -3.650 3.195 -0.28 -0.41 0.02
H -0.384 -2.569 0.695 0.56 0.67 -0.24
H -0.854 -4.139 1.025 -0.25 -0.07 0.30
H -2.834 -3.592 -0.007 0.40 0.16 0.63
H -3.119 -2.838 1.610 -0.68 -0.20 -0.40
H -4.517 -3.270 -0.458 -0.61 0.80 -0.59
H -6.784 -2.982 -1.071 -0.03 -0.48 0.33
H -8.092 -1.297 -0.213 -0.25 0.14 -0.18
H -7.315 0.983 0.142 -0.81 0.35 -0.41
H -5.273 1.913 -0.613 -0.26 -0.95 0.20
H -2.070 1.875 -2.754 -0.72 0.11 0.82
H -3.842 2.038 -2.861 0.60 -0.70 1.05
H -3.454 3.953 -1.821 0.42 0.14 0.42
H -3.534 3.131 -0.255 0.22 -0.56 -0.69
H -0.912 3.578 -1.894 -0.89 -0.06 1.13
H -1.435 4.560 -0.501 0.02 -0.40 0.03
H -1.608 4.766 1.535 0.23 0.02 -0.23
H 0.160 5.978 2.576 -0.68 1.34 0.04
H 2.156 5.218 3.169 1.27 0.98 0.91
H 2.665 2.939 3.852 0.11 0.26 0.24
H 1.466 1.081 3.359 0.25 -0.73 -0.02
H -0.722 0.454 3.937 -0.27 -1.33 -1.44
H -1.944 -0.431 2.882 0.45 0.16 0.07
H 0.749 -1.582 2.529 -0.23 0.00 0.77
H 0.176 -1.786 4.250 -0.11 0.28 -0.46
C -1.166 0.874 -5.679 -0.56 -0.07 0.11
Se -0.244 -0.143 -4.215 0.43 0.55 -1.27
C 1.606 0.566 -4.648 -0.70 -1.44 -1.20
C 1.942 1.683 -3.721 -0.75 0.91 1.58
Se 2.175 0.940 -1.794 0.41 1.07 -1.27
C 3.113 2.538 -1.146 0.34 1.17 -1.06
H -2.021 0.286 -6.081 0.43 0.44 0.76
H -0.515 1.000 -6.540 0.41 -0.10 0.20
H -1.473 1.881 -5.335 0.01 -0.73 -0.10
H 1.591 0.745 -5.783 0.02 0.26 1.80
H 2.297 -0.286 -4.509 -0.32 0.35 0.01
H 1.067 2.387 -3.549 1.23 -0.60 -0.60
H 2.866 2.215 -3.994 -0.31 -0.16 0.24
H 2.760 3.521 -1.562 -0.11 -1.18 -0.06
H 4.175 2.456 -1.421 -0.37 -0.10 0.24
H 3.005 2.694 -0.095 -0.12 -0.46 0.81
C 2.103 -3.896 -2.381 -0.03 -1.79 -1.48
C 1.086 -3.132 -1.840 1.04 0.46 -0.70
N 1.329 -2.216 -0.915 -0.04 -0.39 1.20
C 2.491 -2.321 -0.268 0.93 0.88 0.40
C 3.542 -3.177 -0.640 -0.65 -0.20 -0.59
C 3.347 -3.944 -1.798 0.18 0.29 1.19
C 4.730 -3.541 0.109 0.89 0.78 0.95
C 5.244 -3.102 1.282 -0.03 -0.32 -0.25
C 4.990 -1.849 2.016 -0.30 0.62 1.06
C 5.286 -1.796 3.390 -0.27 -1.14 -0.22
C 5.115 -0.589 4.044 -0.05 1.01 -0.46
N 4.654 0.524 3.428 0.78 -0.92 -0.70
C 4.462 0.386 2.084 -0.56 0.94 2.06
N 4.576 -0.715 1.403 0.50 -1.41 -1.14
H 1.940 -4.575 -3.245 -0.28 0.62 0.70
H 0.088 -3.199 -2.195 -0.76 0.04 -0.50
H 2.672 -1.650 0.584 -0.38 -0.22 -0.54
H 4.157 -4.656 -2.028 -0.71 0.42 -0.54
H 5.286 -4.310 -0.423 -0.08 -0.37 0.57
H 5.975 -3.746 1.816 -0.26 0.53 -0.77
H 5.541 -2.738 3.936 0.06 1.09 -0.50
H 5.448 -0.474 5.075 -0.46 -0.03 -0.04
H 4.125 1.303 1.571 0.18 -0.62 0.19

99
Properties=species:S:1:pos:R:3:forces:R:3 method="wB97M-V/def2-TZVPD" largest_force_ev_per_a=1.79 homo_ev="-2.4 / -5.2" total_charge=-1 orbital_gap_ev="3.785 / 6.368" multiplicity=3 s_squared=2.035 lumo_ha="0.052 / 0.041"
Ti 0.572 -0.822 0.177 0.34 1.31 -0.68
O -1.333 0.639 3.439 0.25 -0.36 0.22
C -0.975 -0.006 2.482 -0.20 0.21 -0.03
N -0.302 0.478 1.383 -0.02 1.01 0.85
C 0.681 1.386 1.444 -0.13 -0.62 0.27
O 1.443 1.459 2.530 0.60 0.10 -0.08
C 0.894 2.318 0.341 0.11 0.52 -0.36
C 1.838 3.344 0.437 -0.08 -0.23 0.22
C 1.938 4.254 -0.600 -0.07 0.04 -0.19
C 1.097 4.122 -1.695 0.18 -0.03 0.23
C 0.211 3.050 -1.715 -0.13 0.06 -0.22
N 0.110 2.171 -0.734 0.18 -0.02 0.24
C -1.252 -1.469 2.338 -0.03 -0.39 -0.11
C -2.041 -2.152 3.243 -0.02 0.15 0.15
C -2.119 -3.529 3.152 0.10 -0.03 -0.18
C -1.376 -4.175 2.171 -0.18 0.02 0.20
C -0.639 -3.419 1.284 0.07 -0.03 -0.30
N -0.601 -2.085 1.335 -1.05 -0.69 1.28
H 2.456 3.429 1.320 0.01 0.03 -0.01
H 2.660 5.059 -0.553 -0.01 0.01 0.03
H 1.125 4.827 -2.514 0.00 -0.04 -0.04
H -0.449 2.888 -2.564 0.00 0.01 0.04
H -2.561 -1.583 4.001 0.03 -0.01 0.02
H -2.735 -4.096 3.837 0.01 0.01 0.03
H -1.377 -5.253 2.093 0.03 0.00 -0.05
H -0.060 -3.875 0.491 0.01 0.05 -0.02
O 2.445 -3.213 -2.268 0.04 0.00 0.05
C 2.020 -2.306 -1.609 0.03 0.02 -0.18
O 0.893 -2.311 -0.920 0.43 -1.51 -0.72
C 2.723 -0.915 -1.494 -0.07 -0.18 -0.38
O 3.855 -0.709 -1.859 -0.03 -0.02 0.05
O 1.925 -0.036 -0.943 0.83 0.42 -0.85
C -2.629 2.317 1.463 -0.19 0.00 -0.02
P -3.133 0.804 0.527 -0.58 0.49 -0.11
C -3.165 1.534 -1.153 0.17 -0.45 -0.09
N -4.023 2.544 -1.394 -0.23 0.20 0.26
C -4.037 3.060 -2.658 0.03 -0.05 0.00
C -4.955 4.065 -2.999 0.06 -0.05 -0.06
C -4.981 4.594 -4.280 -0.02 0.02 0.00
C -4.083 4.142 -5.244 -0.01 0.06 -0.04
C -3.164 3.151 -4.931 -0.04 0.01 0.10
C -3.131 2.585 -3.648 -0.09 0.03 -0.01
N -2.245 1.583 -3.364 0.31 -0.19 -0.27
C -2.302 1.047 -2.134 -0.09 0.08 0.41
P -1.165 -0.384 -1.844 -0.96 -0.29 -0.88
C -0.061 -0.233 -3.302 0.02 0.13 0.24
C -2.277 -1.844 -2.433 0.13 -0.03 0.24
C -1.439 -2.929 -3.119 0.03 0.10 0.04
C -2.952 -2.458 -1.203 0.06 0.09 -0.06
C -3.362 -1.388 -3.409 0.04 0.06 0.02
C -4.963 0.655 1.016 0.11 -0.08 0.01
C -5.730 -0.022 -0.121 0.02 0.00 -0.04
C -4.963 -0.270 2.241 0.04 0.01 -0.08
C -5.665 1.963 1.379 0.06 -0.05 -0.07
H -2.680 2.133 2.538 -0.07 0.17 -0.16
H -3.251 3.164 1.180 -0.02 0.02 -0.04
H -1.592 2.531 1.200 -0.25 0.07 0.03
H -5.645 4.407 -2.236 0.02 -0.02 0.02
H -5.704 5.360 -4.535 0.01 0.01 0.01
H -4.104 4.567 -6.241 0.01 -0.02 0.00
H -2.464 2.781 -5.671 0.01 -0.03 0.02
H -0.656 -0.169 -4.206 -0.04 0.03 -0.09
H 0.620 -1.081 -3.350 -0.03 -0.03 -0.01
H 0.522 0.682 -3.202 0.01 -0.01 -0.03
H -0.567 -3.205 -2.530 0.06 -0.05 0.01
H -1.104 -2.610 -4.107 0.02 -0.01 0.01
H -2.056 -3.824 -3.249 -0.02 0.02 -0.02
H -2.230 -3.019 -0.614 0.00 -0.04 0.05
H -3.746 -3.144 -1.515 0.01 -0.02 -0.02
H -3.391 -1.691 -0.563 0.05 -0.09 -0.01
H -2.948 -0.841 -4.256 0.00 0.04 -0.01
H -4.099 -0.748 -2.923 0.00 0.06 0.00
H -3.879 -2.276 -3.790 0.01 0.00 0.01
H -5.282 -0.979 -0.402 -0.05 0.06 0.00
H -5.763 0.620 -1.002 0.02 0.00 -0.01
H -6.760 -0.217 0.198 0.00 -0.02 0.02
H -4.551 -1.251 1.986 -0.03 -0.01 0.01
H -5.983 -0.410 2.614 -0.01 0.01 0.02
H -4.354 0.148 3.048 -0.02 0.01 0.04
H -5.577 2.679 0.564 0.00 0.05 -0.01
H -5.254 2.401 2.291 0.02 0.02 -0.01
H -6.727 1.757 1.555 0.00 0.02 0.04
O 3.283 -2.777 2.036 -0.12 0.01 0.06
C 3.071 -1.616 1.771 0.35 0.05 0.02
O 1.912 -1.122 1.431 0.46 -0.48 0.79
C 4.198 -0.590 1.805 0.00 0.06 -0.24
N 3.821 0.703 1.204 -0.13 0.13 0.31
C 5.108 1.343 0.908 0.01 -0.10 0.01
C 6.036 0.219 0.414 -0.02 -0.05 0.04
C 5.449 -1.068 1.034 0.00 0.06 0.00
H 4.447 -0.412 2.855 0.02 -0.04 0.04
H 2.417 1.389 2.245 -0.48 -0.02 -0.18
H 3.354 0.510 0.314 0.01 0.17 0.19
H 5.491 1.782 1.834 0.03 0.03 0.00
H 4.976 2.141 0.178 -0.04 0.01 0.02
H 7.071 0.392 0.711 0.03 0.01 -0.01
H 5.991 0.151 -0.672 0.02 0.02 0.03
H 6.142 -1.588 1.692 0.02 0.00 0.01
H 5.149 -1.762 0.251 0.03 -0.03 0.01

99
Properties=species:S:1:pos:R:3:forces:R:3 method="wB97M-V/def2-TZVPD" largest_force_ev_per_a=1.30 homo_ev="-2.7 / -5.4" total_charge=-1 orbital_gap_ev="4.550 / 7.286" multiplicity=3 s_squared=2.023 lumo_ha="0.069 / 0.068"
Ti -0.796 -1.221 0.112 -0.39 0.81 -0.93
O 1.641 -4.066 1.705 0.25 -0.29 -0.02
C 0.956 -3.073 1.549 -0.17 0.26 0.25
N 1.130 -2.036 0.677 0.10 -0.35 0.00
C 2.112 -2.180 -0.283 0.04 0.54 0.23
O 2.389 -3.227 -0.848 0.14 -0.32 -0.22
C 2.860 -0.933 -0.677 -0.09 -0.22 0.02
C 3.657 -0.962 -1.813 0.09 0.12 -0.03
C 4.328 0.200 -2.164 -0.01 -0.15 -0.09
C 4.177 1.324 -1.374 -0.03 0.14 0.08
C 3.370 1.243 -0.246 -0.01 -0.04 0.01
N 2.722 0.134 0.097 0.00 0.15 0.04
C -0.241 -2.883 2.464 0.36 -0.07 0.00
C -0.434 -3.744 3.527 -0.15 0.09 0.07
C -1.586 -3.592 4.283 0.08 -0.14 0.06
C -2.503 -2.615 3.932 -0.08 0.14 -0.07
C -2.229 -1.800 2.847 0.03 -0.12 0.08
N -1.101 -1.916 2.154 0.00 -0.23 0.08
H 3.727 -1.867 -2.398 -0.01 -0.01 0.01
H 4.944 0.229 -3.054 0.00 0.00 0.00
H 4.657 2.262 -1.621 -0.01 -0.02 0.00
H 3.230 2.100 0.404 0.00 0.00 -0.02
H 0.301 -4.512 3.714 0.00 0.01 0.00
H -1.777 -4.247 5.123 -0.01 0.02 0.00
H -3.430 -2.483 4.473 0.02 -0.02 0.01
H -2.923 -1.052 2.497 -0.04 0.02 0.00
O -4.822 -1.603 -0.182 -0.15 0.00 0.04
C -3.625 -1.751 -0.184 0.17 -0.04 0.02
O -2.734 -0.812 -0.018 -0.27 0.09 0.06
C -2.972 -3.154 -0.391 0.05 0.00 0.04
O -3.571 -4.109 -0.832 -0.03 -0.03 -0.03
O -1.718 -3.157 -0.033 0.07 0.12 0.09
C 1.211 0.595 2.956 0.00 0.06 0.13
P -0.188 1.187 1.935 -0.10 -0.38 -0.13
C 0.565 2.487 0.917 0.18 0.12 0.14
N 1.312 3.411 1.573 -0.06 -0.05 -0.15
C 1.893 4.371 0.784 -0.02 0.00 0.00
C 2.678 5.377 1.370 -0.01 -0.05 0.05
C 3.294 6.350 0.601 0.01 0.00 0.00
C 3.142 6.342 -0.785 -0.02 -0.02 0.00
C 2.374 5.358 -1.387 -0.02 -0.03 -0.04
C 1.737 4.363 -0.630 -0.02 -0.03 -0.01
N 0.999 3.396 -1.267 -0.03 0.00 0.13
C 0.413 2.481 -0.465 0.02 0.04 -0.13
P -0.463 1.106 -1.305 0.14 -0.18 0.14
C 0.588 0.867 -2.772 0.01 0.03 -0.02
C -2.006 1.845 -2.061 0.00 0.04 -0.12
C -2.760 0.743 -2.817 -0.03 0.02 -0.03
C -1.680 2.972 -3.049 -0.05 -0.07 -0.05
C -2.887 2.397 -0.945 -0.03 0.04 0.01
C -1.183 2.150 3.225 -0.01 0.12 -0.01
C -2.108 1.196 3.981 -0.06 -0.01 0.03
C -0.294 2.863 4.252 -0.05 -0.08 0.06
C -2.045 3.187 2.505 0.01 0.03 -0.01
H 0.832 0.054 3.828 -0.02 -0.01 -0.02
H 1.814 1.441 3.288 0.01 -0.01 -0.01
H 1.819 -0.072 2.351 0.01 -0.02 -0.04
H 2.786 5.361 2.449 0.00 0.01 -0.03
H 3.894 7.117 1.078 -0.02 -0.02 -0.01
H 3.621 7.101 -1.393 -0.01 -0.01 0.02
H 2.239 5.326 -2.463 0.01 0.01 0.03
H 0.854 1.835 -3.191 0.00 0.02 -0.02
H 0.067 0.238 -3.492 0.00 0.00 -0.02
H 1.496 0.346 -2.481 0.04 -0.01 0.04
H -2.130 0.242 -3.555 0.00 0.00 0.01
H -3.597 1.205 -3.352 0.01 -0.02 0.01
H -3.166 -0.006 -2.142 0.02 0.02 0.00
H -1.212 2.583 -3.956 0.00 0.00 0.03
H -1.018 3.723 -2.622 0.01 0.03 0.06
H -2.622 3.449 -3.344 0.04 -0.01 0.00
H -3.117 1.631 -0.204 0.01 -0.02 -0.01
H -3.833 2.744 -1.376 0.02 0.00 0.02
H -2.407 3.246 -0.454 0.01 -0.01 0.00
H -1.581 0.323 4.374 0.01 0.04 -0.01
H -2.934 0.858 3.352 0.06 0.00 0.00
H -2.543 1.727 4.836 -0.01 -0.01 -0.03
H 0.198 2.150 4.918 -0.01 0.03 -0.03
H -0.934 3.502 4.873 0.03 -0.01 -0.02
H 0.464 3.474 3.770 0.01 0.03 -0.04
H -2.687 2.723 1.755 0.00 -0.01 0.02
H -1.430 3.942 2.013 0.00 -0.01 0.01
H -2.690 3.689 3.235 0.02 0.00 -0.01
O -0.599 -2.113 -4.023 -0.02 0.04 0.09
C -0.438 -2.519 -2.884 0.11 0.00 -0.09
O -0.324 -1.811 -1.821 -0.01 0.08 0.29
C -0.347 -4.040 -2.725 -0.01 -0.10 0.14
N 0.052 -4.493 -1.364 -0.24 -0.09 -0.18
C 0.308 -5.948 -1.492 -0.07 0.10 0.06
C 0.831 -6.129 -2.934 -0.02 -0.04 0.01
C 0.679 -4.747 -3.599 -0.03 0.03 -0.02
H -1.348 -4.444 -2.901 -0.03 0.02 -0.01
H -0.695 -4.194 -0.683 -0.06 -0.09 -0.02
H 0.931 -4.017 -1.092 0.21 0.05 0.05
H -0.640 -6.460 -1.335 0.01 -0.04 0.00
H 1.007 -6.248 -0.714 0.02 -0.01 -0.03
H 0.232 -6.878 -3.451 0.02 0.00 0.00
H 1.865 -6.470 -2.943 -0.01 0.02 0.00
H 0.356 -4.791 -4.635 0.01 -0.01 0.01
H 1.618 -4.191 -3.559 0.00 -0.01 -0.01